[1]
This record from the OMol25 dataset describes a cluster of 14 separate species, C40H56Cl26F5NO4S in total. The level of theory is ωB97M-V with the def2-TZVPD basis set.

Values from the calculation:
LUMO energy = -0.4 eV
HOMO = -9.147 eV
Orbital gap = 8.76 eV

Structure (XYZ):
```
133
Properties=species:S:1:pos:R:3:mulliken_charge:R:1
H 0.8232 6.3299 4.9019 -0.057
H 7.8673 -5.1865 -7.2345 0.318
Cl 1.9313 8.3448 4.4242 -0.163
Cl 3.3144 1.1474 -6.1849 -0.130
F -0.5823 2.2599 4.6381 -0.251
H -7.8419 7.2804 -4.3539 0.301
Cl -6.0632 6.8184 -5.8134 -0.149
H -0.6661 -3.2235 -3.9803 0.399
H -2.0036 6.7521 -1.4960 0.059
H 1.7021 -1.3473 -4.5768 -0.105
H -0.5725 -2.4480 -5.5842 0.237
H 1.1874 -2.6470 3.8620 -0.292
O -2.0065 0.1817 2.6208 -0.810
C 3.2740 -4.4394 -4.9063 0.113
Cl 1.1918 -2.1474 7.7894 -0.195
H -5.1621 1.4610 -1.1136 0.343
Cl -1.0883 -2.5491 0.0348 0.019
H 2.3656 6.4751 5.7789 0.289
H 2.6900 -6.2952 0.0181 0.529
C -0.4046 1.1602 0.0811 -0.564
H -1.5674 4.1603 8.5166 0.254
C -1.0358 -4.3836 3.0916 -1.093
Cl 5.8216 -6.2204 -7.7599 -0.153
Cl -1.0859 -6.9579 9.8831 -0.184
Cl 3.9496 -5.2729 -3.4965 -0.163
C -3.5286 4.2213 -6.2036 -0.249
C -0.1468 -1.6228 6.7564 0.793
Cl -3.3833 9.1141 -2.5001 -0.124
N -1.4931 2.0711 0.2754 0.947
C 0.6351 3.1421 2.8552 0.450
H -3.7689 5.1500 -5.6988 0.090
C -1.9164 10.0738 -2.2705 -0.270
C -7.4753 6.3842 -4.8389 -0.301
H 1.2938 -2.1274 -3.0416 0.151
H 2.2029 -4.0208 4.3160 0.159
Cl -3.1936 4.8522 -2.1619 -0.125
H -0.2816 1.6541 -1.9877 0.559
S -0.6176 0.5274 2.7375 1.737
Cl -1.6097 -2.5809 7.0393 -0.197
C -0.6128 2.3303 3.2921 0.527
H 1.9132 1.1149 -8.0732 0.278
C 1.1506 -1.2261 -3.6437 0.240
H -0.8848 -0.8604 -3.0142 -0.715
H 3.8445 -4.7275 -5.7779 0.101
H -5.4633 -0.1678 -0.4687 0.325
C -0.6410 0.0750 -4.9332 -1.067
C 1.6301 -0.6496 -0.4552 0.871
Cl 0.5939 7.5311 6.9043 -0.183
C 1.1701 -0.5026 0.8546 -0.443
Cl -0.2698 -5.8390 7.2941 -0.094
H -1.8423 -5.0435 3.4195 0.485
H 3.5147 0.4131 -8.4090 0.341
C 0.1457 -4.5406 4.0345 0.267
H -1.2521 5.9469 -2.8913 0.311
C 0.1353 1.0447 -1.1940 -0.941
H -0.7866 -4.6688 2.0691 0.159
H 0.4427 -5.5942 4.0251 0.519
C 6.9211 -5.3056 -6.7214 -0.280
H -1.4361 -3.3674 3.0853 0.115
H -1.4147 -4.7845 9.0457 0.213
C -2.7129 -3.1080 -0.3786 -0.448
F -1.7410 2.9475 2.9502 -0.230
H -2.0253 -2.2717 -4.5656 0.532
Cl 6.2828 -3.7014 -6.3405 -0.119
H -5.7935 1.2190 0.5240 0.340
H 2.7473 0.0402 -2.8710 0.551
C -0.3464 -1.0674 -3.9447 2.178
H -2.4780 1.1764 -1.4106 0.276
H 6.9023 -5.2725 3.5647 0.362
H 3.3439 -3.3701 -4.7390 0.119
C 1.3764 -3.7007 3.6756 -0.155
F 0.8621 4.1254 3.7382 -0.222
Cl 1.5816 -4.8669 -5.1757 -0.172
C 2.5303 -5.2966 0.4008 -0.935
Cl -2.3530 3.3442 -5.2170 -0.030
C 2.0720 -2.7791 1.4297 0.341
O 0.1027 -0.1559 3.7680 -0.579
H -3.6800 1.1732 1.3671 0.173
C 2.1006 -5.1327 1.7064 -0.386
H -2.9107 -4.0373 0.1431 0.421
Cl -7.0818 5.1925 -3.5972 -0.113
C 1.8936 -1.3630 1.8638 -0.319
C -5.1047 0.8323 -0.2257 -1.318
Cl 2.0383 -1.1450 -7.4512 -0.113
C -3.6778 0.7811 0.3523 0.208
H 7.0503 -5.8497 -5.7935 0.254
H 6.0509 -3.7401 3.8972 0.256
H -3.3083 -0.2399 0.4505 -0.205
C -0.6073 -5.5041 8.9942 -0.195
O 2.3959 -0.9261 2.8675 -0.606
H 1.9496 -6.0004 2.3361 0.531
H -1.1870 2.9439 -0.1585 -0.296
Cl -5.0233 3.3110 -6.4173 -0.151
C 2.7388 -4.1857 -0.4030 -0.246
H -3.2575 2.5606 -0.6805 0.238
C -0.6895 4.5484 9.0183 0.199
H -1.4440 10.2203 -3.2340 0.268
Cl 4.5769 -5.5566 3.7305 -0.103
C -0.9385 -2.3428 -4.5611 -2.098
H 0.1476 -1.7399 5.7199 -0.707
C -2.7124 1.6461 -0.4456 -0.177
Cl -1.0863 4.8099 10.7214 -0.170
H -0.4710 1.0336 -4.4407 -0.019
H -0.1071 -4.2903 5.0610 -0.215
C 0.1218 0.3944 1.1199 0.351
C 2.7015 0.4743 -7.6960 -0.345
H -3.4277 -2.3476 -0.0859 0.223
H -0.0016 -0.0236 -5.8076 -0.021
Cl 6.1033 -4.2454 1.6053 -0.118
H -0.3822 5.4924 8.5867 -0.113
Cl -0.7655 9.2676 -1.1971 -0.128
F 0.5029 3.6862 1.6460 -0.192
H -3.0933 4.4128 -7.1768 0.336
Cl 0.6313 3.3912 8.8096 -0.152
Cl -2.8336 -3.3629 -2.1190 -0.151
H -1.6928 0.0249 -5.2106 0.602
H -0.3668 -0.5852 6.9736 0.339
H 1.3712 0.9236 -3.4565 0.718
H 0.2903 -5.1012 9.4471 0.281
F 1.7004 2.3320 2.8567 -0.211
C 1.4687 6.9933 5.4626 0.105
H -8.2272 5.9659 -5.4967 0.275
C 2.5046 -2.9293 0.1160 1.102
H -2.1896 11.0259 -1.8325 0.285
C -1.7287 5.7995 -1.9291 -0.122
O 3.6397 -1.5309 -1.4227 -0.616
C 1.6600 0.0276 -2.9071 -2.378
C 1.1351 0.1428 -1.5033 0.821
C 2.6945 -1.6926 -0.6829 -0.738
H 3.0851 -4.3036 -1.4229 -0.281
C 6.0435 -4.6586 3.3229 -0.365
Cl -0.5723 4.9832 -0.8442 -0.111
C 1.8598 -3.8737 2.2581 0.476
```

[2]
This record from the OMol25 dataset describes a cluster of 6 separate species, C40H56IN2O18PS2 in total. The level of theory is ωB97M-V with the def2-TZVPD basis set.

Values from the calculation:
LUMO energy = -1.0 eV
HOMO = -8.457 eV
Orbital gap = 7.51 eV

Structure (XYZ):
```
120
Properties=species:S:1:pos:R:3:mulliken_charge:R:1
H 0.8488 0.4307 2.0465 0.585
O -1.7665 7.2240 4.3750 -0.376
H 2.5076 1.7687 -2.9896 0.671
O 6.2325 3.3886 1.1295 -0.551
C -10.0934 -0.6031 1.6947 -0.452
H 9.1414 -5.3353 -1.4348 0.312
H 7.9856 -4.0934 1.7189 0.341
H 5.5993 0.6424 2.3073 0.251
O 10.4138 -5.0568 1.5092 -0.367
O 3.2251 -3.4534 -0.3699 -0.335
H -0.2108 -0.9380 2.1661 0.575
C 6.2050 2.1974 1.0366 0.718
N -3.1563 0.7923 -0.2764 -0.359
H -8.2444 -0.3762 3.7546 0.380
C -5.4240 -5.2611 -3.9273 -1.466
O 4.3363 -4.0812 -2.1952 -0.331
C 4.4326 -3.4976 -0.9774 0.620
S -5.0380 -0.6578 -1.4853 -0.127
O -2.1183 -4.9598 -5.4041 -0.320
H 10.4112 -3.7801 -0.1035 0.230
H -0.4986 0.0109 -0.5543 0.448
P 0.6388 3.2791 2.3342 0.503
C -3.4465 -5.4937 -5.5120 -0.499
H 4.2438 0.1693 -1.1129 0.063
H -2.1249 0.1247 1.6435 0.431
H -0.6224 6.2769 0.6699 -0.042
H 5.2088 2.9416 -1.4731 0.240
C 2.6524 1.4128 -1.9711 -0.043
C -0.0296 -0.0261 1.5974 -1.124
O -0.9940 -4.0048 -3.6981 -0.528
C 10.8503 -6.2501 1.0375 0.631
C -8.5828 -0.6371 1.6452 0.546
C -1.2401 6.3682 3.4738 0.429
H -5.0413 7.8973 4.8047 0.372
C -2.0100 -4.3818 -4.1871 0.610
O -0.1006 6.0293 3.4483 -0.481
N -3.5510 3.0260 -1.9941 -0.660
O -9.4920 -2.2218 -1.2246 -0.527
C -9.4365 -1.6453 -0.1890 0.636
O 5.8897 1.5559 -0.1081 -0.288
H -3.7259 8.7545 5.6185 0.367
C -4.0016 7.8239 5.1239 -1.500
H -1.9800 4.9973 -1.4944 0.730
H -10.5124 -1.3676 2.3534 0.300
H -8.1533 -2.0616 3.1969 0.362
H -8.1793 0.3131 1.2839 0.240
C 1.0606 -4.5221 -0.6924 -1.565
O -0.0427 7.2008 -1.4858 -0.473
O -3.2198 -4.2853 -3.5876 -0.314
O -2.1907 5.9359 2.6099 -0.014
C -0.6545 3.1407 1.0472 1.194
H 1.3990 -5.3132 -0.0215 0.432
O -10.4493 -0.9162 0.3434 -0.333
C 1.8080 0.1405 -1.8081 -1.120
C -1.8104 4.1657 -0.8243 -0.400
H 2.0162 0.6585 0.2655 -0.039
C 4.7909 2.1830 -0.8152 -0.429
O 5.4418 -3.0815 -0.5059 -0.578
H -5.1096 -6.0642 -3.2602 0.352
C 4.1223 1.1056 -1.6572 -0.583
H 1.7276 2.5245 1.8512 -0.042
C -2.6133 3.0244 -0.9961 0.079
H 4.6653 0.9713 -2.5917 0.434
C 0.2436 6.0971 -1.2067 -0.111
H 0.9533 5.4011 0.6330 0.690
O -8.3537 -1.6275 0.6282 -0.346
C 8.5812 -3.5371 0.9945 -1.420
H -10.4887 0.3698 1.9766 0.313
C -1.3006 0.8079 1.8145 -1.914
C -2.4139 1.9351 -0.1394 0.340
C 0.1998 -0.4557 0.1361 0.046
C -1.4368 1.9972 0.9073 -0.485
C 9.6957 -4.3934 0.4512 0.559
C 3.0305 -4.6715 -2.2921 -0.415
H -4.5220 -3.6752 -5.0616 0.255
H -1.3773 1.1142 2.8514 0.415
C -3.4643 6.3459 3.1256 -0.591
C -4.2155 1.9109 -2.0981 -0.295
H 8.2950 -5.9965 -0.0185 0.284
C 9.2345 -5.5698 -0.3774 -0.408
H 6.6215 1.8594 3.0824 0.335
H -4.9683 1.8385 -2.8719 0.514
H 4.0915 2.6085 -0.1005 0.200
H -4.1509 6.5688 2.3124 0.360
C 1.6624 -0.2076 -0.2972 -0.135
H -3.0288 8.4538 3.3144 0.255
H -3.7967 -5.4355 -6.5393 0.318
H -5.9791 -4.5424 -3.3249 0.348
C 2.2231 -3.8197 -1.3412 1.211
C -0.8386 4.2448 0.1414 0.557
C 6.4758 1.2748 2.1838 -0.918
H -3.8719 5.5333 3.7310 0.324
H 7.3507 0.6597 1.9976 0.255
H 0.0348 -1.5292 0.0576 -0.292
O 11.6183 -6.9608 1.5977 -0.529
H 7.9303 -3.1901 0.1922 0.377
H -6.0950 -5.6655 -4.6849 0.381
C -3.0981 7.5632 3.9448 0.484
H 8.9851 -2.6674 1.5132 0.344
C -7.9194 -1.0275 2.9429 -1.466
H -4.3838 -1.3311 -2.4458 0.099
H 3.0948 -5.7154 -1.9758 0.301
H 2.2914 -1.0493 -0.0199 0.404
C -0.0216 5.5221 0.1763 -0.467
S 0.1308 2.8119 4.1646 -0.423
H -3.4306 -6.5387 -5.1944 0.298
H 2.2708 2.1467 -1.2629 -0.289
I 1.1903 4.8061 -2.6460 0.040
H 0.8181 0.3102 -2.2263 0.709
H -3.9075 7.0271 5.8621 0.358
H 0.4847 -3.8205 -0.0896 0.276
O 10.2835 -6.5240 -0.1649 -0.343
C -4.0210 0.7912 -1.2496 -0.249
H 2.2986 -0.6982 -2.2994 0.170
H 1.1178 4.5803 2.3431 0.158
H -6.8356 -0.9555 2.8553 0.343
H 1.8819 -2.9045 -1.8300 -0.208
H 0.4003 -4.9477 -1.4475 0.287
C -4.2262 -4.6055 -4.5691 0.563
H 2.6663 -4.6270 -3.3152 0.316
```